{"formula": "C4H11NO3S", "method": "ωB97M-V/def2-TZVPD", "de_lowest_kcal_mol": 93.2, "energy_ev": -22790.0517, "lumo_ev": -0.7, "e_homo_ev": -9.657, "species": ["C", "C", "C", "C", "N", "O", "O", "O", "S", "H", "H", "H", "H", "H", "H", "H", "H", "H", "H", "H"], "xyz": [[1.844, -0.044, -0.568], [-0.718, 1.000, -1.721], [-1.876, -0.089, 0.144], [0.468, -0.358, -0.126], [-0.648, 0.072, -0.573], [1.740, -2.244, 0.985], [0.719, -0.530, 2.526], [-0.673, -2.140, 1.256], [0.570, -1.435, 1.301], [2.398, -0.925, -0.236], [2.032, 0.086, -1.658], [2.267, 0.939, -0.183], [0.195, 1.603, -1.564], [-0.830, 0.622, -2.727], [-1.654, 1.554, -1.322], [-2.680, -0.042, -0.653], [-2.004, -1.129, 0.671], [-1.989, 0.756, 0.782], [0.340, 1.516, 1.610], [0.498, 0.789, 2.057]]}